{"formula": "C5H14", "method": "wB97M-V/def2-TZVPD", "species": ["C", "C", "C", "H", "H", "H", "H", "H", "H", "H", "H", "C", "C", "H", "H", "H", "H", "H", "H"], "xyz": [[-0.4681, -0.5023, 0.7402], [-0.1245, -1.8089, 1.4265], [-1.6802, 0.1807, 1.4005], [0.3147, 0.2544, 0.7937], [-0.7018, -0.6619, -0.3146], [-0.7356, -2.5555, 0.8946], [-0.4733, -1.9366, 2.4472], [-1.9415, 1.0968, 0.8585], [-2.5659, -0.4517, 1.3901], [0.9020, -2.1760, 1.3574], [-1.3849, 0.4591, 2.4137], [1.5684, 1.5511, -1.4040], [0.6643, 0.5082, -2.0703], [1.3794, 2.5637, -1.7552], [1.4746, 1.5229, -0.3170], [2.6260, 1.3239, -1.5589], [-0.1039, 1.0478, -2.6367], [0.0761, -0.1361, -1.4024], [1.1930, -0.1091, -2.7945]], "atomic_forces_ev_per_a": [[-0.68, 0.74, 0.86], [-0.60, -1.13, -0.75], [0.41, 0.03, -0.42], [0.29, -0.29, -0.10], [-0.15, -0.35, 0.71], [0.21, -0.23, 0.13], [0.15, 0.55, 0.27], [0.00, 0.05, 0.03], [-0.03, -0.12, 0.27], [0.11, 0.31, -0.06], [-0.37, -0.04, 0.13], [0.39, -0.63, 0.52], [-0.71, 0.42, -0.60], [-0.02, 0.02, 0.02], [-0.21, 0.27, -0.03], [0.01, 0.07, -0.23], [0.02, -0.12, -0.13], [1.08, 0.54, -0.65], [0.09, -0.08, 0.04]], "largest_force_ev_per_a": 1.48, "homo_ev": [1.5365, -7.2374], "total_energy_ha": -198.8068, "total_charge": -1, "gap_ev": [2.7, 11.5], "multiplicity": 2}


{"formula": "C5H14", "method": "wB97M-V/def2-TZVPD", "species": ["C", "C", "C", "H", "H", "H", "H", "H", "H", "H", "H", "C", "C", "H", "H", "H", "H", "H", "H"], "xyz": [[-1.3905, -0.3449, -1.1078], [-0.7247, 0.4709, -2.1691], [0.8442, 0.2082, -2.3563], [-0.6860, -0.3792, -0.2065], [-2.3695, 0.0126, -0.7995], [-1.5543, -1.4063, -1.5148], [-1.2245, 0.4669, -3.1223], [-0.7315, 1.5362, -1.7655], [1.0879, 0.7277, -3.3511], [1.5175, 0.3491, -1.5895], [0.8212, -0.8036, -2.5910], [0.6426, -0.0573, 3.3948], [0.4491, -0.2375, 1.8201], [-0.1508, -0.5237, 3.9498], [1.7184, -0.3177, 3.5946], [0.8083, 1.0703, 3.5561], [-0.1807, -1.1414, 1.4816], [-0.2737, 0.5107, 1.5563], [1.3970, -0.1409, 1.2197]], "atomic_forces_ev_per_a": [[0.89, -2.35, 0.44], [2.15, 3.05, 1.70], [-3.62, 0.83, -3.81], [-1.36, -0.16, -1.41], [0.00, 0.22, 0.00], [0.31, 1.20, 0.86], [-0.10, -0.12, -0.37], [-0.42, -0.87, -0.81], [0.24, -0.50, 1.71], [1.08, 0.89, 1.81], [0.68, -2.19, -0.53], [2.84, 1.79, -2.41], [-0.89, -0.92, 0.64], [0.14, -0.01, 0.53], [-1.32, -0.88, 0.49], [-1.20, -1.45, 0.05], [1.62, 0.68, 0.95], [0.07, 0.91, -0.51], [-1.09, -0.13, 0.66]], "largest_force_ev_per_a": 5.32, "homo_ev": -10.7256, "total_energy_ha": -198.8346, "total_charge": 0, "gap_ev": 11.8, "smiles": "CCC.CC", "multiplicity": 1}